Here is a cluster of 2 separate species, C3H6N4O in total from OMol25. Energies are from ωB97M-V/def2-TZVPD.

Last columns: bonded neighbours and bond lengths (Å).
Element x y z (Å)
1 C 0.56662 -1.08307 -0.05730  C2 1.372, H6 1.153, N11 1.595
2 C 1.44669 -0.03158 -0.01527  C1 1.372, N12 1.554, O14 1.327
3 C -0.67257 0.73816 0.21881  N11 1.525, N12 1.494, N13 1.422
4 H -1.64629 -1.41289 -1.06749  N10 1.077
5 H -2.82024 -1.62374 0.24330  N10 1.017
6 H 0.89782 -2.18320 0.03659  C1 1.153
7 H 2.81677 -1.01092 -0.73140  O14 1.012
8 H 0.88261 1.72476 -0.95709  no bonds
9 H -2.40116 0.50621 -0.47610  N13 1.231
10 N -2.19662 -0.98646 -0.24564  H4 1.077, H5 1.017, N11 1.721
11 N -0.78612 -0.70488 0.69939  C1 1.595, C3 1.525, N10 1.721
12 N 0.70592 1.21666 0.53898  C2 1.554, C3 1.494
13 N -1.68989 1.50836 -0.40796  C3 1.422, H9 1.231
14 O 2.74913 -0.12212 -0.25233  C2 1.327, H7 1.012

Output
- Energy relative to the best compared isomer or geometry (same formula, charge and spin): 216.2 kcal/mol
- Charge: 0
- Multiplicity: 1
- E: -11207.4005 eV
- HOMO energy: -8.8 eV